1.
Below is a molecular structure, C42H44AsFN6O2PbS4SbSi, with properties calculated with ωB97M-V with the def2-TZVPD basis set.

Last column: Löwdin spin population.
Element x y z (Å)
Pb -1.28504 -0.03957 -0.18064  0.01
S -6.10562 1.09375 -1.56132  0.54
Sb -4.76889 -0.52268 -0.58464  0.21
S -2.90900 -0.75547 -2.14258  0.11
S -3.42435 0.60750 1.13442  0.12
C 2.91855 -1.86407 -4.06412  0.00
Si 2.63997 -0.26683 -3.02878  0.00
C 3.77026 1.01591 -3.90362  0.00
C 0.89656 0.39482 -3.34239  0.00
N 2.71595 -0.52399 -1.38556  0.00
C 3.56229 -1.04636 -0.50539  0.00
C 4.92263 -1.38800 -0.75174  0.00
C 5.75597 -1.88228 0.23652  0.00
C 5.29086 -2.08244 1.53155  0.00
C 3.95329 -1.79886 1.81126  0.00
C 3.13470 -1.30461 0.82669  0.00
F 1.83110 -1.09155 1.12908  0.00
H 2.74589 -1.70309 -5.13316  0.00
H 2.25093 -2.65461 -3.71134  0.00
H 3.94035 -2.23156 -3.94171  0.00
H 3.60171 1.03006 -4.98497  0.00
H 4.83482 0.83331 -3.73487  0.00
H 3.53632 2.01091 -3.51940  0.00
H 0.69722 0.62267 -4.39396  0.00
H 0.76694 1.31913 -2.77486  0.00
H 0.14101 -0.30721 -2.98425  0.00
H 5.28612 -1.23138 -1.76229  0.00
H 6.79006 -2.11909 0.00143  0.00
H 5.94701 -2.46684 2.30284  0.00
H 3.53604 -1.96229 2.79768  0.00
N 6.27812 3.43317 -3.85894  0.00
C 5.30515 3.36427 -2.84909  0.00
C 5.50175 2.54104 -1.74436  0.00
C 4.54232 2.47110 -0.75160  0.00
C 3.38035 3.21942 -0.85431  0.00
C 3.20577 4.09405 -1.91647  0.00
C 4.16242 4.16020 -2.91425  0.00
S 2.21487 3.09665 0.50424  0.00
O 1.98632 4.45469 0.95125  0.00
O 2.87025 2.22064 1.44715  0.00
N 0.82876 2.36775 0.08964  0.00
C 0.01894 2.90021 -0.79553  0.00
N -1.14226 2.21530 -1.11927  0.00
C -1.95848 2.74859 -2.01477  0.00
C -1.70102 3.94184 -2.66063  0.00
C -0.49329 4.53401 -2.33753  0.00
N 0.33972 4.04755 -1.44947  0.00
H 6.84522 2.60158 -3.91588  0.00
H 5.90711 3.69276 -4.75941  0.00
H 6.39468 1.93041 -1.67959  0.00
H 4.67448 1.83495 0.11237  0.00
H 2.31041 4.69210 -1.94827  0.00
H 4.01806 4.81074 -3.77072  0.00
H -2.85713 2.17761 -2.23183  0.00
H -2.38774 4.36229 -3.37883  0.00
H -0.16243 5.44533 -2.83286  0.00
C -3.91425 -0.33776 5.66279  0.00
C -3.27947 0.89166 5.74010  0.00
C -2.11209 1.12020 5.02399  0.00
C -1.56362 0.12964 4.21624  0.00
C -2.22752 -1.09228 4.13057  0.00
C -3.38185 -1.33309 4.85618  0.00
As 0.07808 0.39891 3.10271  0.00
C 0.81869 1.74580 4.29411  0.00
C 0.55891 3.10509 4.27300  0.00
C 1.23879 3.95429 5.13378  0.00
C 2.18534 3.44298 6.00991  0.00
C 2.43863 2.08117 6.05079  0.00
C 1.74977 1.22356 5.20065  0.00
C 1.87572 -0.23851 5.17046  0.00
C 2.66074 -1.00853 6.02308  0.00
C 2.61150 -2.39195 5.95410  0.00
C 1.78639 -3.01812 5.02947  0.00
C 1.03203 -2.25632 4.14790  0.00
C 1.06695 -0.87276 4.21841  0.00
H -4.82687 -0.51430 6.21978  0.00
H -3.69340 1.67716 6.36199  0.00
H -1.62702 2.08511 5.09349  0.00
H -1.83214 -1.86281 3.47680  0.00
H -3.87282 -2.29715 4.79260  0.00
H -0.14896 3.50990 3.56176  0.00
H 1.04806 5.01995 5.10514  0.00
H 2.73429 4.11179 6.66297  0.00
H 3.17842 1.69370 6.74168  0.00
H 3.30665 -0.53231 6.75103  0.00
H 3.21735 -2.98619 6.62801  0.00
H 1.73983 -4.09985 4.99315  0.00
H 0.41657 -2.74466 3.40126  0.00
C -2.35661 -3.65109 -4.61498  0.00
C -0.84165 -3.39737 -4.58228  0.00
C -0.52651 -2.08712 -5.30834  0.00
C -0.08552 -4.57511 -5.21510  0.00
C -0.42749 -3.32750 -3.17647  0.00
N -0.12256 -3.37820 -2.07007  0.00
H -2.70355 -3.65139 -5.65036  0.00
H -2.87260 -2.86727 -4.06101  0.00
H -2.59570 -4.61142 -4.15571  0.00
H -0.87108 -2.15641 -6.34206  0.00
H 0.54354 -1.88430 -5.30068  0.00
H -1.03894 -1.26013 -4.81922  0.00
H -0.38606 -4.68225 -6.25903  0.00
H -0.30236 -5.50006 -4.67968  0.00
H 0.99071 -4.40457 -5.17380  0.00

The calculation puts the HOMO-LUMO gap (spin up / spin down) at 5.362 / 3.147 eV. As for the spin multiplicity: 2. The value obtained for the maximum force is 0.0303 hartree/bohr. Its LUMO energy (spin up / spin down) is 0.15083 / 0.06944 hartree. Its expectation value of S² is 0.77. For the highest occupied orbital energy (spin up / spin down), the calculation gives -1.3 / -1.3 eV. Its charge is -2.



2.
Below is a molecular structure, C42H44P2Sn, with properties calculated with ωB97M-V with the def2-TZVPD basis set.

Last column: Löwdin charge in e.
Element x y z (Å)
Sn 1.63811 -1.61264 4.07715  1.00
C -2.96857 0.30565 5.56653  -0.11
C -3.08065 0.07827 4.25547  -0.11
C -3.14781 1.09082 3.14937  -0.20
C -1.80325 1.63078 2.61775  -0.20
C -0.93684 2.44413 3.52741  -0.11
C -1.15677 2.74836 4.81955  -0.11
C -2.47617 2.86417 5.50018  -0.20
C -2.90797 1.60205 6.29021  -0.18
C 3.08102 -0.08871 3.41964  -0.40
H -2.90191 -0.55617 6.23952  0.10
H -3.12927 -0.97227 3.91626  0.10
H -3.79319 1.91967 3.45990  0.10
H -3.61955 0.55637 2.30922  0.11
H -1.15528 0.77223 2.33725  0.10
H -2.01110 2.11353 1.64890  0.11
H 0.08075 2.58296 3.13093  0.10
H -0.29547 2.93238 5.46757  0.10
H -3.28367 3.16596 4.81852  0.10
H -2.42314 3.67257 6.25196  0.11
H -2.25763 1.47515 7.16781  0.08
H -3.89500 1.81998 6.72702  0.12
H 3.89306 -0.08191 4.16671  -0.01
H 2.56781 0.88213 3.41818  -0.02
H 3.43660 -0.32561 2.40135  -0.03
P 0.20102 -2.22641 -3.95670  1.00
P 2.11718 0.29429 -4.36517  1.00
C -0.46971 -0.66454 -4.57937  -0.33
C 0.37908 0.36167 -4.86184  -0.36
C -0.58482 -3.35879 -5.21140  -0.38
C -1.70520 -3.04362 -5.99782  -0.09
C -2.22671 -3.98959 -6.89251  -0.08
C -1.60047 -5.23220 -7.04096  -0.09
C -0.44088 -5.52509 -6.30890  -0.09
C 0.07315 -4.58719 -5.41379  -0.12
C -0.85362 -2.37766 -2.47783  -0.39
C -0.57635 -1.48247 -1.42502  -0.10
C -1.34683 -1.52957 -0.26543  -0.09
C -2.40002 -2.44758 -0.15721  -0.09
C -2.66626 -3.33450 -1.20654  -0.08
C -1.88876 -3.31178 -2.36804  -0.09
C 2.76639 0.99768 -5.97166  -0.36
C 2.64769 0.20628 -7.13536  -0.11
C 3.05528 0.69909 -8.38093  -0.09
C 3.59641 1.99273 -8.47848  -0.10
C 3.74755 2.77544 -7.32532  -0.09
C 3.34833 2.27035 -6.07847  -0.09
C 2.16196 1.77645 -3.29811  -0.42
C 3.32653 1.90498 -2.51578  -0.12
C 3.51625 3.04036 -1.73297  -0.09
C 2.53955 4.04439 -1.69860  -0.09
C 1.35998 3.89106 -2.43434  -0.08
C 1.15317 2.74557 -3.21524  -0.09
H -1.54832 -0.59593 -4.72361  0.07
H 0.08351 1.23512 -5.44195  0.08
H -2.17332 -2.06616 -5.93586  0.09
H -3.11323 -3.74346 -7.47681  0.10
H -2.00476 -5.96635 -7.73673  0.10
H 0.07017 -6.48011 -6.44087  0.10
H 0.99479 -4.79032 -4.86442  0.10
H 0.23139 -0.75294 -1.53446  0.10
H -1.12455 -0.84948 0.55756  0.08
H -3.00957 -2.47078 0.74577  0.10
H -3.47706 -4.05560 -1.12497  0.10
H -2.09076 -4.00243 -3.18863  0.10
H 2.22287 -0.79720 -7.06816  0.10
H 2.95651 0.07908 -9.27920  0.10
H 3.90624 2.38593 -9.45042  0.10
H 4.17907 3.77989 -7.38960  0.10
H 3.47921 2.88509 -5.18898  0.09
H 4.07879 1.11318 -2.54372  0.10
H 4.43384 3.14288 -1.15294  0.10
H 2.69936 4.94014 -1.09740  0.10
H 0.59299 4.66418 -2.40467  0.10
H 0.21619 2.62340 -3.75559  0.09
C 1.75410 -0.37370 6.12632  -0.32
C 0.73132 -0.40616 7.21624  -0.33
C 0.03784 -1.58555 7.52619  -0.08
C -0.99172 -1.58630 8.47018  -0.10
C -1.30106 -0.42042 9.17868  -0.11
C -0.54751 0.73452 8.96219  -0.12
C 0.47413 0.73264 8.01004  -0.06
H 2.72982 -0.77619 6.44407  0.04
H 1.87711 0.62799 5.70136  0.02
H 0.30907 -2.48806 6.97879  0.09
H -1.55283 -2.50253 8.66918  0.10
H -2.13824 -0.40597 9.89644  0.11
H -0.74457 1.63605 9.55483  0.11
H 1.07521 1.62636 7.87057  0.11

The calculation puts the HOMO-LUMO gap at 7.017 eV. The value obtained for the maximum force is 0.0344 hartree/bohr. Its LUMO energy is -0.02918 hartree. For the highest occupied orbital energy, the calculation gives -7.8 eV. Its charge is 0.